(1)
This record from OMol25 describes a single C5H3N3 molecule at a distorted geometry. The level of theory is ωB97M-V/def2-TZVPD.

Summary:
LUMO level, hartree: -0.0435
SMILES string: C#C/C(C#N)=N\N=C
Frontier orbital gap, eV: 8.65
Energy above the lowest of the compared OMol25 structures with the same formula, charge and spin, kJ/mol: 543.3
Total energy, eV: -9697.18937

Geometry as ORCA input:
```
! wB97M-V def2-TZVPD RIJCOSX def2/J DEFGRID3
* xyz 0 1
C -1.271 -2.167 1.409
C 0.122 0.333 -0.458
C 1.544 0.386 -0.132
C 2.724 0.288 -0.138
C -0.764 1.403 -0.903
H -2.218 -1.490 1.383
H -1.217 -2.874 2.465
H 3.695 0.346 0.329
N -0.238 -1.474 0.954
N -0.655 -0.565 -0.080
N -1.163 2.404 -1.279
*
```



(2)
This record from OMol25 describes a single C5H3N3O2 molecule at a distorted geometry. The level of theory is ωB97M-V/def2-TZVPD.

Summary:
LUMO level, hartree: -0.0091
SMILES string: N#Cc1cnc(O)[nH]c1=O
Frontier orbital gap, eV: 9.43
Energy above the lowest of the compared OMol25 structures with the same formula, charge and spin, kJ/mol: 0.0
Total energy, eV: -13798.49024

Geometry as ORCA input:
```
! wB97M-V def2-TZVPD RIJCOSX def2/J DEFGRID3
* xyz 0 1
C -0.750 1.174 0.294
C 1.100 0.394 -0.583
C 0.752 -0.885 -0.276
C 1.686 -1.804 -0.604
C -0.568 -1.207 0.251
H -1.012 2.944 0.371
H 2.060 0.589 -0.985
H -2.092 -0.021 1.292
N 0.315 1.477 -0.342
N 2.419 -2.624 -0.984
N -1.235 0.004 0.592
O -1.607 2.217 0.506
O -1.068 -2.259 0.469
*
```



(3)
This record from OMol25 describes 2 unconnected molecules or ions with the total composition C5H3N4O at a distorted geometry. The level of theory is ωB97M-V/def2-TZVPD.

Summary:
LUMO level (spin up / spin down), hartree: -0.2900 / -0.2901
Frontier orbital gap (spin up / spin down), eV: 6.33 / 6.32
Total energy, eV: -13226.63579

Geometry as ORCA input:
```
! wB97M-V def2-TZVPD RIJCOSX def2/J DEFGRID3
* xyz 1 1
C -2.006 1.984 -0.197
C 1.107 -1.243 -0.436
C 0.621 0.029 -0.063
C 2.778 0.121 -0.070
C 4.102 0.465 0.077
N -2.142 3.095 -0.550
N 2.394 -1.196 -0.444
N 1.635 0.812 0.193
N -1.835 0.822 0.202
O 5.175 0.742 0.143
H 0.629 -2.123 -0.514
H 1.678 1.784 0.112
H -2.140 -0.018 -0.319
*
```



(4)
This record from OMol25 describes 2 unconnected molecules or ions with the total composition C5H3N5O2 at a distorted geometry. The level of theory is ωB97M-V/def2-TZVPD.

Summary:
LUMO level, hartree: 0.2358
Frontier orbital gap, eV: 5.71
Energy above the lowest of the compared OMol25 structures with the same formula, charge and spin, kJ/mol: 100.4
Total energy, eV: -16775.94939

Geometry as ORCA input:
```
! wB97M-V def2-TZVPD RIJCOSX def2/J DEFGRID3
* xyz -2 1
C 2.323 -0.602 0.293
C 2.072 1.616 -0.125
C -1.060 -1.259 -0.121
C 0.966 -0.762 0.122
C 0.183 0.424 -0.182
N 2.891 0.611 0.168
N 0.766 1.628 -0.313
N 0.118 -1.827 0.148
N -1.103 0.059 -0.326
N -3.334 0.495 -0.206
O -3.531 0.902 0.978
O -3.902 -0.592 -0.545
H 3.003 -1.424 0.524
H 2.565 2.585 -0.233
H -1.957 -1.855 -0.182
*
```



(5)
This record from OMol25 describes a single C5H3NO molecule at a distorted geometry. The level of theory is ωB97M-V/def2-TZVPD.

Summary:
LUMO level, hartree: 0.0158
SMILES string: C#Cc1cnoc1
Frontier orbital gap, eV: 10.00
Energy above the lowest of the compared OMol25 structures with the same formula, charge and spin, kJ/mol: 298.7
Total energy, eV: -8766.91021

Geometry as ORCA input:
```
! wB97M-V def2-TZVPD RIJCOSX def2/J DEFGRID3
* xyz 0 1
C -2.461 -0.230 0.790
C -1.285 -0.348 0.532
C 0.050 -0.218 0.128
C 0.721 -0.894 -0.838
O 1.912 -0.336 -1.034
N 2.047 0.769 -0.213
C 0.941 0.842 0.468
H -3.143 0.506 0.447
H 0.449 -1.745 -1.445
H 0.770 1.653 1.166
*
```



(6)
This record from OMol25 describes a single C5H3NO molecule at a distorted geometry. The level of theory is ωB97M-V/def2-TZVPD.

Summary:
LUMO level, hartree: -0.0231
SMILES string: C#CCC(=O)C#N
Frontier orbital gap, eV: 10.17
Energy above the lowest of the compared OMol25 structures with the same formula, charge and spin, kJ/mol: 189.0
Total energy, eV: -8768.04794

Geometry as ORCA input:
```
! wB97M-V def2-TZVPD RIJCOSX def2/J DEFGRID3
* xyz 0 1
O 1.542 1.542 -1.077
C 1.055 0.651 -0.426
C -0.387 0.792 0.013
C -1.210 -0.404 0.232
C -1.904 -1.361 0.468
C 1.891 -0.516 -0.093
N 2.638 -1.376 0.106
H -0.698 1.468 -0.790
H -0.404 1.421 0.912
H -2.522 -2.217 0.656
*
```



(7)
This record from OMol25 describes 2 unconnected molecules or ions with the total composition C5H3NO at a distorted geometry. The level of theory is ωB97M-V/def2-TZVPD.

Summary:
LUMO level, hartree: -0.0691
Frontier orbital gap, eV: 8.16
Energy above the lowest of the compared OMol25 structures with the same formula, charge and spin, kJ/mol: 528.9
Total energy, eV: -8764.52461

Geometry as ORCA input:
```
! wB97M-V def2-TZVPD RIJCOSX def2/J DEFGRID3
* xyz 0 1
N 2.971 -0.757 -0.044
C 1.977 -0.145 -0.037
C 0.782 0.528 -0.164
C -0.053 1.368 0.442
O -1.164 1.705 0.748
C -1.851 -0.869 -0.261
C -0.823 -1.477 -0.439
H 0.893 2.074 0.470
H -2.755 -0.319 -0.108
H 0.024 -2.108 -0.607
*
```



(8)
This record from OMol25 describes 2 unconnected molecules or ions with the total composition C5H3NO at a distorted geometry. The level of theory is ωB97M-V/def2-TZVPD.

Summary:
LUMO level, hartree: -0.0485
Frontier orbital gap, eV: 8.39
Energy above the lowest of the compared OMol25 structures with the same formula, charge and spin, kJ/mol: 483.0
Total energy, eV: -8765.00065

Geometry as ORCA input:
```
! wB97M-V def2-TZVPD RIJCOSX def2/J DEFGRID3
* xyz 0 1
C 2.698 -0.549 -0.682
C 1.490 -0.948 -0.910
C 3.347 0.545 -0.173
C -0.116 0.669 0.081
C -0.674 0.907 -1.077
N 3.945 1.412 0.344
O 0.267 0.417 1.159
H 3.283 -1.241 -1.210
H -0.536 0.273 -1.974
H -0.870 1.923 -1.309
*
```



(9)
This record from OMol25 describes a molecular structure, C5H3NO at a distorted geometry. The level of theory is ωB97M-V/def2-TZVPD.

Summary:
LUMO level, hartree: 0.0149
Frontier orbital gap, eV: 9.23
Energy above the lowest of the compared OMol25 structures with the same formula, charge and spin, kJ/mol: 485.3
Total energy, eV: -8764.97690

Geometry as ORCA input:
```
! wB97M-V def2-TZVPD RIJCOSX def2/J DEFGRID3
* xyz 0 1
C -1.771 -0.497 -1.240
C -0.647 -0.626 -0.803
C 0.728 -0.435 -0.306
C 0.190 -0.663 0.947
O 0.193 0.400 1.723
N 0.907 1.409 1.055
C 1.224 0.929 -0.102
H -2.589 -0.442 -1.918
H -0.130 -1.606 1.354
H 1.894 1.530 -0.710
*
```



(10)
This record from OMol25 describes a single C5H3NO molecule at a distorted geometry. The level of theory is ωB97M-V/def2-TZVPD.

Summary:
LUMO level, hartree: 0.0116
Frontier orbital gap, eV: 8.57
Energy above the lowest of the compared OMol25 structures with the same formula, charge and spin, kJ/mol: 432.0
Total energy, eV: -8765.52885

Geometry as ORCA input:
```
! wB97M-V def2-TZVPD RIJCOSX def2/J DEFGRID3
* xyz 0 1
N 3.021 -1.116 0.382
C 1.979 -0.766 0.001
C 0.740 -0.363 -0.535
C 0.079 0.890 -0.266
O -0.964 1.161 -1.138
C -1.505 0.209 -0.260
C -0.515 -0.713 0.086
H 0.258 1.616 0.528
H -2.453 0.402 0.222
H -0.641 -1.319 0.981
*
```



(11)
This record from OMol25 describes a single C5H3NO molecule at a distorted geometry. The level of theory is ωB97M-V/def2-TZVPD.

Summary:
LUMO level, hartree: -0.0263
SMILES string: C=C=C(C#N)C=O
Frontier orbital gap, eV: 9.02
Energy above the lowest of the compared OMol25 structures with the same formula, charge and spin, kJ/mol: 275.0
Total energy, eV: -8767.15646

Geometry as ORCA input:
```
! wB97M-V def2-TZVPD RIJCOSX def2/J DEFGRID3
* xyz 0 1
N -1.224 -1.728 2.180
C -0.658 -1.184 1.327
C 0.087 -0.419 0.383
C 1.561 -0.455 0.271
O 2.151 0.141 -0.601
C -0.883 1.363 -1.226
C -0.442 0.369 -0.544
H 2.060 -1.141 0.970
H -0.977 1.539 -2.289
H -1.675 1.515 -0.472
*
```



(12)
This record from OMol25 describes a single C5H3NO molecule at a distorted geometry. The level of theory is ωB97M-V/def2-TZVPD.

Summary:
LUMO level, hartree: 0.0190
SMILES string: C#Cc1ccno1
Frontier orbital gap, eV: 10.09
Energy above the lowest of the compared OMol25 structures with the same formula, charge and spin, kJ/mol: 233.5
Total energy, eV: -8767.58657

Geometry as ORCA input:
```
! wB97M-V def2-TZVPD RIJCOSX def2/J DEFGRID3
* xyz 0 1
C -0.296 -1.702 2.345
C -0.094 -1.007 1.376
C 0.121 -0.179 0.237
C 1.221 0.346 -0.378
C 0.647 1.101 -1.449
H -0.507 -2.319 3.213
H 2.273 0.242 -0.131
H 1.179 1.713 -2.176
N -0.649 1.049 -1.467
O -0.999 0.208 -0.428
*
```



(13)
This record from OMol25 describes a single C5H3NO2 molecule at a distorted geometry. The level of theory is ωB97M-V/def2-TZVPD.

Summary:
LUMO level, hartree: -0.0053
SMILES string: O=C1Cc2nocc21
Frontier orbital gap, eV: 10.07
Energy above the lowest of the compared OMol25 structures with the same formula, charge and spin, kJ/mol: 437.4
Total energy, eV: -10812.88084

Geometry as ORCA input:
```
! wB97M-V def2-TZVPD RIJCOSX def2/J DEFGRID3
* xyz 0 1
C -0.337 1.284 -0.615
C -0.260 0.062 -1.573
C 0.425 -0.740 -0.326
C 0.054 -0.142 1.937
C -0.090 0.362 0.599
H 0.371 0.064 -2.383
H -1.283 -0.292 -1.826
H 0.049 -0.017 2.961
N 0.671 -1.720 0.476
O -0.235 2.486 -0.886
O 0.636 -1.349 1.635
*
```



(14)
This record from OMol25 describes a single C5H3NO2 molecule at a distorted geometry. The level of theory is ωB97M-V/def2-TZVPD.

Summary:
LUMO level, hartree: -0.0627
SMILES string: C=C1C(=O)C=NC1=O
Frontier orbital gap, eV: 8.35
Energy above the lowest of the compared OMol25 structures with the same formula, charge and spin, kJ/mol: 129.1
Total energy, eV: -10816.07679

Geometry as ORCA input:
```
! wB97M-V def2-TZVPD RIJCOSX def2/J DEFGRID3
* xyz 0 1
C 0.130 1.955 0.182
C -0.004 0.680 -0.112
C 1.175 -0.222 0.000
C 0.493 -1.548 0.244
C -1.200 -0.169 -0.082
H -0.664 2.657 0.431
H 1.272 2.303 0.361
H 0.923 -2.569 0.490
N -0.756 -1.454 -0.027
O 2.366 0.144 -0.214
O -2.341 0.309 -0.097
*
```